(1)
16
Properties=species:S:1:pos:R:3:forces:R:3:nbo_charge:R:1 method="wB97M-V/def2-TZVPD" e_homo_ev=-12.967 charge=+1 e_lumo_ev=-3.5893 smiles=C[C@H]([NH3+])CSS relative_energy_kcal_mol=6.0
N -0.412 0.257 -1.386 0.14 0.68 0.59 -0.69
C 0.398 -0.008 -0.082 -0.37 -0.95 -0.39 -0.03
C 1.767 0.631 -0.233 -0.60 0.91 0.32 -0.64
C -0.457 0.408 1.110 1.16 0.89 -0.56 -0.60
S -2.066 -0.350 1.155 -0.62 0.45 0.23 0.12
S -1.678 -2.256 1.719 0.10 -0.56 0.19 -0.08
H -1.341 0.623 -1.160 -0.15 -0.22 0.11 0.45
H -0.551 -0.612 -1.897 0.12 0.16 -0.32 0.45
H 0.052 0.980 -1.944 0.00 -0.41 -0.19 0.44
H 0.451 -1.102 -0.081 0.27 0.12 0.15 0.22
H 2.480 0.268 0.505 -0.03 -0.28 -0.21 0.27
H 1.678 1.711 -0.046 0.02 -0.14 -0.08 0.23
H 2.124 0.518 -1.254 0.39 -0.29 0.07 0.23
H -0.641 1.488 1.028 -0.15 -0.03 0.09 0.24
H 0.167 0.307 2.003 -0.37 -0.30 0.10 0.27
H -1.972 -2.864 0.561 0.09 -0.02 -0.09 0.14

***

(2)
79
Properties=species:S:1:pos:R:3:forces:R:3:lowdin_charge:R:1 method="wB97M-V/def2-TZVPD" e_homo_ev=-11.460 charge=+1 e_lumo_ev=-5.3438 smiles="C#CC[C@]1(C)[N@H+](I)[C@](Cl)(CCCC(F)(F)C(F)(F)F)[C@H](OC(=O)c2ccccc2)N(CCCI)[C@@]1(NCCC)C(F)(F)C(F)F"
C 4.421 -2.143 -2.065 0.27 0.16 0.49 0.14
C 4.022 -1.097 -1.636 -0.58 0.14 0.05 -0.12
C 3.528 0.182 -1.066 0.22 -1.32 -0.44 -0.23
C 2.083 0.565 -1.501 0.90 -0.46 -1.76 -0.30
C 2.252 0.804 -3.034 -0.19 0.42 -0.09 -0.01
N 1.776 1.999 -1.004 0.20 0.92 0.72 -0.30
I 3.267 2.963 0.204 0.13 -0.02 0.13 1.26
C 0.375 2.281 -0.532 -0.62 0.35 0.37 -0.65
Cl -0.570 2.383 -2.070 0.22 -0.25 0.24 0.92
C 0.162 3.640 0.137 0.20 0.97 -0.20 -0.24
C -1.235 3.966 0.722 -0.18 -0.35 0.30 -0.14
C -2.527 3.409 0.107 -0.03 0.31 -0.20 -0.10
C -3.090 4.359 -0.959 -0.44 -1.02 0.70 -0.46
F -2.129 5.014 -1.623 0.36 0.26 -0.30 0.11
F -3.828 5.282 -0.306 -0.07 0.45 0.02 0.13
C -4.036 3.655 -1.994 -0.33 1.13 -0.15 -0.57
F -3.475 3.637 -3.195 0.38 -0.39 -0.32 0.17
F -5.176 4.329 -2.107 -0.18 0.11 0.05 0.18
F -4.344 2.421 -1.629 0.09 -0.68 0.17 0.17
C -0.022 1.103 0.343 -1.25 -0.25 -0.98 -0.31
O 0.943 0.948 1.395 0.33 -0.43 -0.24 0.01
C 0.566 1.410 2.642 -0.42 0.40 1.22 -0.40
O 0.788 2.540 2.956 0.19 0.27 -0.39 0.16
C -0.046 0.466 3.645 0.54 -0.45 -0.63 -0.15
C 0.855 -0.254 4.435 0.00 -0.07 0.00 -0.02
C 0.400 -1.110 5.425 -0.53 0.35 -0.39 -0.05
C -0.982 -1.244 5.607 0.86 0.03 0.08 -0.06
C -1.864 -0.527 4.817 -0.36 -0.04 0.11 -0.08
C -1.417 0.337 3.818 0.41 -0.15 0.29 -0.03
N -0.238 -0.040 -0.481 1.32 0.21 0.82 -0.02
C -1.031 -1.012 0.281 -2.42 -0.28 0.10 -0.19
C -2.543 -0.840 -0.117 1.05 -0.21 -0.47 -0.28
C -3.318 -2.150 -0.082 -0.48 0.83 0.06 -0.62
I -3.303 -2.985 1.898 0.01 -0.11 -0.28 0.80
C 1.021 -0.608 -1.138 -1.01 0.45 2.21 -0.20
N 1.528 -1.562 -0.185 0.65 -0.32 -1.24 0.06
C 1.882 -2.947 -0.455 0.05 -1.31 1.07 -0.22
C 0.905 -4.036 0.049 0.39 -0.44 -0.84 -0.22
C 1.421 -5.383 -0.516 -0.40 0.46 0.32 -0.09
C 0.421 -1.282 -2.398 -0.52 -1.15 -0.66 -0.36
F -0.480 -2.227 -2.007 0.21 -0.02 0.29 0.12
F -0.334 -0.403 -3.073 0.28 0.54 -0.14 0.10
C 1.334 -2.034 -3.434 0.54 -0.01 -0.84 -0.30
F 1.013 -1.599 -4.675 -0.13 0.22 -0.09 0.10
F 1.095 -3.357 -3.425 -0.28 -0.24 0.23 0.10
H 4.791 -3.125 -2.256 0.03 0.06 -0.30 0.07
H 3.640 0.063 0.011 0.04 0.47 0.07 0.09
H 4.240 0.885 -1.495 -0.18 0.52 0.49 0.08
H 2.965 1.626 -3.175 -0.02 -0.03 0.09 0.11
H 2.703 -0.032 -3.559 -0.08 -0.03 0.18 0.09
H 1.330 1.089 -3.535 0.02 -0.14 0.08 0.08
H 1.855 2.649 -1.788 0.12 -0.46 -0.36 0.07
H 0.409 4.412 -0.601 -0.04 -0.17 -0.11 0.11
H 0.840 3.835 0.968 0.02 -0.49 -0.04 0.04
H -1.316 5.053 0.735 0.09 -0.01 -0.02 0.13
H -1.231 3.693 1.780 0.08 -0.16 -0.07 0.11
H -2.471 2.390 -0.269 0.17 0.08 -0.05 0.07
H -3.295 3.391 0.882 0.03 -0.01 0.00 0.14
H -0.984 1.342 0.801 0.01 0.00 -0.01 0.15
H 1.921 -0.127 4.286 -0.01 0.02 -0.03 0.12
H 1.115 -1.637 6.040 -0.08 -0.09 0.07 0.11
H -1.321 -1.897 6.399 -0.27 0.02 -0.08 0.11
H -2.921 -0.646 5.014 -0.05 0.10 -0.18 0.11
H -2.101 0.921 3.216 -0.14 -0.07 0.03 0.12
H -0.834 -2.063 0.118 0.66 0.29 -0.16 0.07
H -1.003 -0.881 1.365 0.64 0.14 -0.02 0.09
H -2.525 -0.500 -1.158 -0.22 0.03 0.03 0.11
H -3.024 -0.061 0.480 -0.12 -0.11 0.05 0.10
H -4.360 -1.942 -0.319 -0.02 -0.17 0.20 0.04
H -2.969 -2.860 -0.828 0.30 -0.19 0.32 0.05
H 2.087 -1.168 0.550 -0.21 0.25 0.06 0.12
H 2.796 -3.156 0.114 0.05 0.21 -0.17 0.13
H 2.155 -3.229 -1.470 -0.19 0.60 -0.08 0.08
H -0.098 -3.902 -0.355 -0.06 0.16 0.31 0.08
H 0.889 -4.089 1.137 -0.18 0.27 0.02 0.11
H 1.149 -5.458 -1.570 0.24 -0.03 -0.04 0.07
H 2.505 -5.437 -0.397 0.00 -0.22 -0.08 0.07
H 0.957 -6.223 -0.003 0.10 -0.03 0.03 0.08
H 2.408 -1.913 -3.330 -0.10 0.15 0.41 0.11

***

Number 1: E -971.184941 hartree, gap between HOMO and LUMO 9.38 eV. Number 2: E -3356.081306 hartree, gap between HOMO and LUMO 6.12 eV.